The following is a quantum chemistry calculation of a cluster of 2 separate species, C2H9N2S in total, from OMol25.

Positions of all 14 atoms, in Å:
C (-1.690, -2.026, -0.376)
C (-1.096, 0.741, -0.167)
N (-1.813, 1.879, -0.107)
N (1.951, 0.646, 0.105)
S (-2.273, -0.450, 0.319)
H (-1.623, -1.769, -1.415)
H (-2.479, -2.770, -0.177)
H (-0.741, -2.272, 0.015)
H (0.955, 0.646, -0.175)
H (-2.730, 1.701, 0.264)
H (-1.508, 2.798, -0.369)
H (2.144, 1.128, 1.029)
H (2.467, -0.222, 0.183)
H (2.635, 1.094, -0.452)

Properties
Net charge: +1
Energy above the lowest of the compared OMol25 structures with the same formula, charge and spin (kJ/mol): 225.1
LUMO energy (eV): -3.74

Atom charges from the natural (NBO) analysis, given in e for atoms 1 to 5: -0.71 -0.18 -0.75 -0.89 0.24

=====

The following is a quantum chemistry calculation of a cluster of 2 separate species, C2H9N2S2 in total, from OMol25.

Positions of all 15 atoms, in Å:
C (-1.141, -0.659, -0.234)
C (-0.423, 0.476, 0.187)
N (1.900, -0.211, -1.030)
N (0.106, 0.448, 1.438)
S (-2.736, -0.512, 0.723)
S (0.023, 1.946, -0.539)
H (-0.612, -1.705, -0.123)
H (-1.589, -0.823, -1.212)
H (2.751, -0.185, -0.410)
H (2.315, 0.274, -1.869)
H (-0.140, -0.405, 1.971)
H (0.487, 1.284, 1.941)
H (1.979, -1.250, -1.152)
H (-2.335, -0.622, 1.993)
H (-0.583, 1.945, -1.686)

Properties
Net charge: +1
Energy above the lowest of the compared OMol25 structures with the same formula, charge and spin (kJ/mol): 196.1
LUMO energy (eV): -4.74

Atom charges from the natural (NBO) analysis, given in e for atoms 1 to 5: -0.65 0.26 -1.11 -0.72 0.09

=====

The following is a quantum chemistry calculation of a cluster of 2 separate species, C2H9N3 in total, from OMol25.

Positions of all 14 atoms, in Å:
C (1.681, -1.467, 0.896)
N (0.905, -2.400, 0.546)
H (2.687, -1.731, 1.222)
H (1.440, -0.402, 0.874)
H (-0.007, -2.031, 0.263)
N (-0.234, 1.506, 0.654)
C (-0.355, 1.231, -0.764)
N (-1.637, 0.612, -1.110)
H (-0.773, 2.328, 0.905)
H (-0.656, 0.737, 1.172)
H (-0.157, 2.160, -1.308)
H (0.426, 0.523, -1.049)
H (-2.392, 1.281, -0.991)
H (-1.645, 0.343, -2.090)

Properties
Net charge: 0
SMILES string: C=N.NCN
Energy above the lowest of the compared OMol25 structures with the same formula, charge and spin (kJ/mol): 118.0
LUMO energy (eV): 0.97

Atom charges from the natural (NBO) analysis, given in e for atoms 1 to 5: -0.05 -0.60 0.16 0.16 0.33

=====

The following is a quantum chemistry calculation of a cluster of 2 separate species, C2H9N3 in total, from OMol25.

Positions of all 14 atoms, in Å:
C (-0.045, -0.545, -0.598)
C (-1.338, -0.171, -0.246)
N (0.612, 0.087, -1.603)
N (0.643, -1.447, 0.142)
N (0.140, 1.527, 1.514)
H (1.589, 0.263, -1.403)
H (0.150, 0.920, -1.945)
H (1.555, -1.700, -0.217)
H (0.075, -2.009, 0.763)
H (1.061, 1.646, 1.083)
H (0.216, 1.030, 2.402)
H (-1.956, 0.252, -1.034)
H (-1.924, -0.901, 0.308)
H (-0.776, 1.047, 0.834)

Properties
Net charge: 0
SMILES string: C=C(N)N.N
Energy above the lowest of the compared OMol25 structures with the same formula, charge and spin (kJ/mol): 176.3
LUMO energy (eV): 0.74

Atom charges from the natural (NBO) analysis, given in e for atoms 1 to 5: 0.47 -0.76 -0.80 -0.80 -1.20

=====

The following is a quantum chemistry calculation of a cluster of 2 separate species, C2H9N3 in total, from OMol25.

Positions of all 14 atoms, in Å:
C (3.902, 0.025, 1.323)
N (3.078, 0.146, 0.368)
H (4.651, 0.809, 1.392)
H (3.896, -0.811, 2.020)
H (2.402, -0.625, 0.374)
N (-1.372, -0.460, 0.369)
C (-1.766, 0.112, -0.902)
N (-3.205, 0.296, -1.058)
H (-1.864, -1.330, 0.485)
H (-1.831, 0.122, 1.054)
H (-1.331, -0.493, -1.711)
H (-1.298, 1.092, -1.010)
H (-3.669, -0.588, -1.144)
H (-3.420, 0.883, -1.860)

Properties
Net charge: 0
SMILES string: C=N.NCN
Energy above the lowest of the compared OMol25 structures with the same formula, charge and spin (kJ/mol): 131.2
LUMO energy (eV): 1.14

Atom charges from the natural (NBO) analysis, given in e for atoms 1 to 5: -0.06 -0.58 0.16 0.15 0.33

=====

The following is a quantum chemistry calculation of a cluster of 2 separate species, C2H9N3O in total, from OMol25.

Positions of all 15 atoms, in Å:
C (-1.484, 1.113, -0.060)
C (-0.298, 0.385, -0.647)
N (2.042, -0.168, -0.686)
N (1.036, 0.319, 1.244)
N (0.840, 0.209, 0.001)
O (-0.659, -1.965, 0.318)
H (-2.223, 0.378, 0.607)
H (-2.058, 1.619, -0.809)
H (-1.098, 1.784, 0.732)
H (-0.271, -0.042, -1.677)
H (2.818, 0.345, -0.251)
H (1.907, 0.208, -1.600)
H (-0.954, -2.568, 1.050)
H (1.863, -0.164, 1.549)
H (-1.460, -1.453, 0.227)

Properties
Net charge: 0
Energy above the lowest of the compared OMol25 structures with the same formula, charge and spin (kJ/mol): 452.6
LUMO energy (eV): 0.93

Atom charges from the natural (NBO) analysis, given in e for atoms 1 to 5: -0.64 -0.12 -0.63 -0.63 0.12

=====

The following is a quantum chemistry calculation of a structure of composition C2H9N3O, from OMol25.

Positions of all 15 atoms, in Å:
C (-0.496, 0.586, 0.894)
C (-1.223, 0.022, -0.240)
N (1.227, 0.470, 0.652)
N (1.642, 0.846, -0.572)
N (-1.434, -1.383, -0.162)
O (1.461, -0.945, 0.744)
H (2.370, -1.063, 0.416)
H (1.836, 1.843, -0.531)
H (0.712, 0.705, -1.331)
H (-1.802, -1.773, -1.019)
H (-0.580, -1.865, 0.097)
H (-0.562, 0.015, 1.814)
H (-0.629, 1.656, 1.023)
H (-2.120, 0.568, -0.524)
H (-0.405, 0.318, -1.262)

Properties
Net charge: 0
Energy above the lowest of the compared OMol25 structures with the same formula, charge and spin (kJ/mol): 483.6
LUMO energy (eV): 1.00

Atom charges from the natural (NBO) analysis, given in e for atoms 1 to 5: -0.28 -0.17 0.00 -0.65 -0.84

=====

The following is a quantum chemistry calculation of a structure of composition C2H9N3O, from OMol25.

Positions of all 15 atoms, in Å:
C (0.269, -0.436, 0.684)
C (-0.611, 1.692, -0.524)
N (-0.365, 0.257, -0.603)
N (1.254, -1.372, 0.165)
N (-0.945, -1.008, 1.101)
O (0.185, -0.081, -1.865)
H (0.789, -0.816, -1.595)
H (0.734, 0.351, 1.293)
H (1.020, -2.303, 0.490)
H (2.205, -1.132, 0.411)
H (-1.160, -0.833, 2.074)
H (-1.329, -0.443, -0.111)
H (0.314, 2.236, -0.712)
H (-1.003, 1.928, 0.465)
H (-1.358, 1.961, -1.272)

Properties
Net charge: 0
Energy above the lowest of the compared OMol25 structures with the same formula, charge and spin (kJ/mol): 410.2
LUMO energy (eV): 0.94

Atom charges from the natural (NBO) analysis, given in e for atoms 1 to 5: 0.24 -0.43 -0.19 -0.89 -1.02

=====

no.,largest force on an atom (eV/A)
1,3.91
2,4.87
3,0.30
4,4.38
5,0.94
6,3.76
7,3.52
8,1.23